# 1
Molecular formula: C57H69Br2N7O10S
Method: DFT, the ωB97M-V functional and the def2-TZVPD basis

```
146
C57H69Br2N7O10S, DFT the ωB97M-V functional and the def2-TZVPD basis
C -3.383 2.195 -5.610
C -2.323 1.531 -4.637
C -2.978 0.518 -3.624
C -1.989 -0.670 -3.181
C -2.461 -1.090 -1.712
C -1.800 -2.457 -1.279
C -0.229 -2.420 -1.138
C 0.296 -1.261 -0.171
C -0.201 -1.500 1.304
C 0.384 -2.793 2.013
C 1.978 -2.919 1.944
C 2.578 -2.774 3.405
C 3.465 -1.480 3.644
C 3.012 -0.191 2.844
C 4.203 0.207 1.852
C 3.681 0.827 0.494
C 4.711 1.782 -0.240
C 6.238 1.369 -0.047
C 6.486 -0.125 -0.492
C 6.076 -0.555 -1.882
C 6.267 -1.954 -2.282
C 5.847 -2.439 -3.707
Br 7.155 -3.674 -4.542
C 4.388 -3.095 -3.588
C 3.400 -2.033 -2.946
Br 3.669 -3.575 -5.375
C 6.863 -2.909 -1.292
N 7.106 -4.283 -1.419
S 7.804 -4.802 -0.009
N 7.862 -3.430 0.952
C 7.318 -2.489 0.090
C 7.101 -1.053 0.443
H -2.797 2.725 -6.421
H -4.057 1.447 -6.118
H -3.997 2.985 -5.078
H -1.523 1.047 -5.271
H -1.814 2.371 -4.076
H -3.897 -0.001 -4.027
H -3.230 1.061 -2.661
H -0.914 -0.351 -3.154
H -2.158 -1.513 -3.908
H -2.219 -0.220 -1.044
H -3.583 -1.229 -1.659
H -2.259 -2.840 -0.320
H -2.093 -3.215 -2.072
H 0.225 -2.261 -2.156
H 0.149 -3.427 -0.784
H -0.169 -0.296 -0.528
H 1.407 -1.133 -0.277
H -0.034 -0.621 1.995
H -1.328 -1.634 1.272
H 0.003 -2.770 3.078
H -0.112 -3.702 1.554
H 2.445 -2.224 1.199
H 2.180 -3.969 1.577
H 3.267 -3.663 3.558
H 1.814 -2.861 4.230
H 4.551 -1.754 3.503
H 3.372 -1.228 4.747
H 2.892 0.653 3.592
H 2.027 -0.279 2.320
H 4.927 0.852 2.419
H 4.720 -0.760 1.595
H 3.417 -0.034 -0.194
H 2.745 1.436 0.681
H 4.567 2.874 0.013
H 4.503 1.687 -1.351
H 6.818 2.007 -0.784
H 6.628 1.542 0.987
H 5.627 0.170 -2.610
H 5.754 -1.564 -4.406
H 4.509 -3.994 -2.923
H 3.455 -2.043 -1.818
H 2.330 -2.174 -3.253
H 3.758 -1.005 -3.252
H 7.374 -0.655 1.454
C -2.000 -8.400 1.561
C -2.090 -8.850 2.872
C -1.445 -8.162 3.890
C -0.715 -7.020 3.582
C -0.614 -6.567 2.274
C -1.259 -7.262 1.261
N -0.053 -6.275 4.658
O -0.147 -6.713 5.791
O 0.552 -5.259 4.358
H -2.510 -8.937 0.768
H -2.667 -9.738 3.102
H -1.521 -8.521 4.908
H -0.042 -5.681 2.031
H -1.189 -6.916 0.237
C -1.300 3.596 5.742
C -0.017 3.081 5.601
C 0.516 2.882 4.335
C -0.244 3.206 3.219
C -1.529 3.714 3.350
C -2.057 3.909 4.619
N 0.325 3.020 1.881
O 1.451 2.553 1.802
O -0.354 3.344 0.924
H -1.712 3.756 6.733
H 0.569 2.838 6.479
H 1.517 2.480 4.236
H -2.126 3.964 2.481
H -3.058 4.307 4.734
C -9.772 4.380 -3.688
C -9.414 3.081 -3.349
C -8.500 2.386 -4.130
C -7.950 3.006 -5.245
C -8.309 4.302 -5.595
C -9.225 4.989 -4.811
N -6.966 2.285 -6.058
O -6.688 1.140 -5.731
O -6.479 2.870 -7.011
H -10.482 4.922 -3.074
H -9.845 2.610 -2.473
H -8.226 1.375 -3.857
H -7.885 4.785 -6.466
H -9.512 5.999 -5.068
C -13.485 9.744 -2.225
C -12.724 8.976 -1.352
C -11.555 8.374 -1.794
C -11.155 8.552 -3.112
C -11.912 9.312 -3.994
C -13.082 9.909 -3.545
N -9.908 7.939 -3.576
O -9.274 7.261 -2.777
O -9.568 8.144 -4.735
H -14.395 10.218 -1.875
H -13.043 8.850 -0.324
H -10.969 7.778 -1.105
H -11.606 9.449 -5.024
H -13.680 10.506 -4.224
C 11.031 -2.064 3.224
C 11.914 -1.916 4.287
C 11.554 -2.353 5.555
C 10.310 -2.941 5.744
C 9.418 -3.086 4.689
C 9.783 -2.644 3.424
N 9.937 -3.427 7.077
O 10.736 -3.266 7.984
O 8.851 -3.966 7.201
H 11.317 -1.726 2.233
H 12.884 -1.462 4.127
H 12.249 -2.233 6.377
H 8.446 -3.539 4.834
H 9.096 -2.755 2.591
```

The total energy is -8894.7148 hartree.

# 2
Molecular formula: C57H84FN7OP
Method: DFT, the ωB97M-V functional and the def2-TZVPD basis

```
151
C57H84FN7OP, DFT the ωB97M-V functional and the def2-TZVPD basis
C 6.102 2.169 4.203
C 4.916 2.278 3.670
C 3.938 1.154 3.455
C 3.576 0.885 1.988
C 3.212 2.126 1.144
C 1.820 2.560 1.649
C 1.360 3.940 1.133
C -0.078 3.879 0.586
C -1.154 4.010 1.664
C -2.519 3.675 1.015
C -2.990 2.255 1.314
C -3.965 1.707 0.257
C -5.449 2.029 0.587
C -6.280 0.783 0.971
C -7.443 0.563 -0.016
C -8.347 -0.577 0.532
C -9.342 0.011 1.539
C -9.873 -1.066 2.518
C 3.296 1.919 -0.419
C 1.990 1.424 -1.116
C 1.392 2.512 -2.025
O 1.920 2.383 -3.345
C 4.447 0.978 -0.850
C 4.308 -0.312 -0.060
P 5.340 -1.724 -0.759
C 6.141 -2.698 0.605
C 6.824 -3.929 -0.058
C 4.062 -2.863 -1.479
C 3.370 -3.800 -0.465
N 4.618 0.033 1.350
F 5.880 0.554 1.466
H 6.832 2.927 3.957
H 6.401 1.397 4.899
H 4.612 3.255 3.316
H 4.385 0.236 3.850
H 3.048 1.351 4.048
H 2.678 0.265 2.003
H 3.858 2.968 1.372
H 1.935 2.658 2.730
H 1.072 1.780 1.512
H 2.056 4.366 0.414
H 1.356 4.623 1.982
H -0.198 4.680 -0.141
H -0.227 2.912 0.106
H -1.214 5.060 1.949
H -0.967 3.362 2.518
H -2.397 3.752 -0.067
H -3.283 4.405 1.277
H -3.529 2.212 2.260
H -2.137 1.569 1.343
H -3.892 0.620 0.250
H -3.709 2.051 -0.745
H -5.440 2.720 1.431
H -5.946 2.525 -0.244
H -6.696 0.907 1.969
H -5.701 -0.142 0.960
H -7.021 0.315 -0.991
H -8.041 1.474 -0.074
H -8.859 -1.001 -0.329
H -7.674 -1.286 1.016
H -8.889 0.841 2.076
H -10.190 0.376 0.961
H -9.710 -2.067 2.134
H -10.942 -0.896 2.614
H -9.396 -0.950 3.490
H 3.558 2.890 -0.832
H 2.292 0.634 -1.802
H 1.264 0.978 -0.439
H 1.653 3.505 -1.665
H 0.304 2.462 -2.010
H 1.156 2.224 -3.918
H 5.434 1.422 -0.735
H 4.355 0.683 -1.892
H 3.268 -0.640 -0.051
H 6.870 -2.045 1.083
H 5.415 -3.058 1.337
H 7.899 -3.850 0.024
H 6.510 -4.071 -1.087
H 6.467 -4.801 0.481
H 3.310 -2.274 -2.004
H 4.545 -3.469 -2.240
H 2.318 -3.956 -0.698
H 3.817 -4.789 -0.503
H 3.392 -3.424 0.557
H 4.641 -0.850 1.877
N -13.100 -2.384 1.174
C -13.711 -1.426 0.478
C -14.959 -0.917 0.799
C -15.614 -1.434 1.904
C -14.996 -2.432 2.641
C -13.745 -2.867 2.236
H -13.163 -1.052 -0.381
H -15.405 -0.137 0.198
H -16.591 -1.065 2.188
H -15.473 -2.862 3.511
H -13.222 -3.644 2.785
N 9.582 3.817 5.078
C 9.800 4.733 6.020
C 9.788 4.458 7.379
C 9.529 3.159 7.784
C 9.298 2.192 6.819
C 9.338 2.573 5.487
H 9.995 5.737 5.659
H 9.975 5.241 8.100
H 9.509 2.903 8.836
H 9.092 1.166 7.092
H 9.167 1.850 4.695
N -6.363 -2.145 -2.594
C -6.448 -2.775 -3.765
C -6.586 -4.149 -3.892
C -6.635 -4.913 -2.738
C -6.546 -4.277 -1.510
C -6.414 -2.898 -1.495
H -6.403 -2.138 -4.641
H -6.653 -4.606 -4.870
H -6.741 -5.990 -2.794
H -6.581 -4.837 -0.585
H -6.346 -2.355 -0.559
N -12.540 -2.723 -3.130
C -12.622 -3.344 -4.307
C -12.745 -4.718 -4.446
C -12.782 -5.494 -3.298
C -12.697 -4.868 -2.065
C -12.579 -3.486 -2.037
H -12.586 -2.699 -5.178
H -12.810 -5.168 -5.427
H -12.877 -6.570 -3.363
H -12.722 -5.435 -1.145
H -12.509 -2.957 -1.098
N 8.479 -2.787 -4.169
C 7.831 -2.194 -3.168
C 8.277 -1.046 -2.533
C 9.469 -0.481 -2.963
C 10.160 -1.081 -4.001
C 9.622 -2.228 -4.568
H 6.907 -2.674 -2.867
H 7.708 -0.607 -1.728
H 9.855 0.416 -2.494
H 11.094 -0.670 -4.363
H 10.125 -2.732 -5.386
N 13.111 0.845 -4.371
C 12.945 1.868 -5.210
C 13.754 2.994 -5.222
C 14.792 3.065 -4.308
C 14.981 2.013 -3.426
C 14.117 0.932 -3.501
H 12.119 1.771 -5.906
H 13.574 3.793 -5.928
H 15.446 3.928 -4.284
H 15.779 2.030 -2.698
H 14.230 0.085 -2.833
```

Its charge is +1. The total energy is -3121.6649 hartree.

# 3
Molecular formula: C57H95F4N3O6S3
Method: DFT, the ωB97M-V functional and the def2-TZVPD basis

```
168
C57H95F4N3O6S3, DFT the ωB97M-V functional and the def2-TZVPD basis
F -2.667 2.227 -8.152
C -1.989 2.066 -6.996
C -2.619 1.750 -5.766
C -1.882 1.499 -4.638
C -0.512 1.561 -4.688
C 0.130 1.899 -5.849
C -0.632 2.062 -7.004
H -3.695 1.741 -5.674
H -2.366 1.253 -3.705
H 0.031 1.174 -3.838
H 1.202 1.978 -5.952
H -0.116 2.269 -7.930
F -1.391 1.709 1.892
C -1.831 1.906 3.120
C -3.101 1.534 3.407
C -3.619 1.743 4.633
C -2.839 2.357 5.663
C -1.637 2.904 5.266
C -1.100 2.605 4.025
H -3.695 0.918 2.747
H -4.568 1.290 4.881
H -3.308 2.557 6.615
H -0.966 3.383 5.964
H -0.072 2.810 3.762
F -5.840 0.172 -5.604
C -6.495 0.392 -4.458
C -7.783 0.009 -4.273
C -8.525 0.392 -3.152
C -7.870 0.956 -2.070
C -6.492 1.087 -2.119
C -5.822 0.822 -3.318
H -8.170 -0.568 -5.100
H -9.565 0.131 -3.019
H -8.456 1.317 -1.237
H -5.890 1.467 -1.306
H -4.840 1.207 -3.553
F -0.296 4.747 1.841
C -0.656 4.579 0.577
C -1.977 4.827 0.151
C -2.289 4.600 -1.178
C -1.420 3.998 -2.045
C -0.141 3.746 -1.558
C 0.296 4.079 -0.262
H -2.603 5.207 0.945
H -3.332 4.731 -1.426
H -1.742 3.670 -3.022
H 0.570 3.327 -2.254
H 1.301 3.956 0.112
C 6.850 1.260 1.550
C 5.391 1.405 1.097
C 4.864 0.114 0.365
C 3.342 0.032 0.388
C 2.786 -0.019 1.806
C 3.227 1.273 2.604
N 4.611 1.752 2.311
O 4.928 2.955 3.025
C 2.275 2.422 2.235
C 3.137 1.096 4.173
C 5.378 2.548 0.056
H 6.950 0.465 2.288
H 7.279 2.143 2.023
H 7.508 0.991 0.724
H 5.130 0.183 -0.690
H 5.406 -0.765 0.714
H 3.012 -0.874 -0.118
H 3.021 0.903 -0.182
H 3.233 -0.927 2.211
H 1.705 -0.156 1.805
H 2.468 2.625 1.181
H 1.249 2.083 2.378
H 2.406 3.383 2.732
H 3.936 0.501 4.616
H 3.248 2.111 4.557
H 2.115 0.909 4.503
H 6.016 2.319 -0.798
H 5.832 3.412 0.542
H 4.387 2.802 -0.318
H 4.719 3.633 2.378
C 0.332 -1.901 8.405
C 0.867 -0.935 7.417
C 2.338 -1.311 7.054
C 2.556 -2.593 6.298
C 1.659 -2.735 5.105
C 0.104 -2.306 5.326
N 0.145 -1.048 6.132
O -1.112 -0.469 6.265
C -0.496 -1.940 3.914
C -0.548 -3.526 6.041
C 0.873 0.453 8.065
H 0.530 -1.650 9.447
H 0.586 -2.939 8.190
H -0.758 -1.892 8.435
H 2.682 -0.568 6.334
H 2.861 -1.257 8.009
H 2.456 -3.430 6.989
H 3.613 -2.713 6.060
H 1.797 -3.802 4.929
H 2.052 -2.076 4.332
H -0.097 -0.971 3.614
H -0.329 -2.823 3.298
H -1.577 -1.854 3.808
H 0.015 -4.132 6.750
H -1.430 -3.188 6.586
H -0.882 -4.289 5.338
H 1.418 0.500 9.008
H -0.159 0.774 8.205
H 1.278 1.200 7.382
H -1.142 0.002 5.429
C 4.899 -0.940 -3.481
C 3.708 -0.152 -4.137
C 3.995 0.138 -5.588
C 3.916 -1.049 -6.541
C 2.506 -1.692 -6.398
C 2.022 -1.992 -4.874
N 2.367 -0.782 -4.025
O 1.925 -0.894 -2.721
C 0.430 -2.214 -4.897
C 2.605 -3.376 -4.407
C 3.611 1.307 -3.453
H 4.644 -1.228 -2.461
H 5.737 -0.245 -3.436
H 5.250 -1.839 -3.989
H 3.274 0.900 -5.881
H 4.908 0.720 -5.707
H 4.710 -1.771 -6.349
H 4.036 -0.820 -7.600
H 2.337 -2.500 -7.110
H 1.837 -0.937 -6.811
H 0.161 -2.974 -5.630
H 0.038 -2.494 -3.919
H -0.004 -1.254 -5.175
H 3.541 -3.230 -3.868
H 2.031 -3.872 -3.624
H 2.838 -3.947 -5.306
H 3.623 1.225 -2.366
H 2.718 1.879 -3.706
H 4.437 1.959 -3.738
H 1.066 -0.465 -2.715
C -4.421 -4.474 -5.014
S -4.634 -2.854 -4.072
O -4.641 -3.274 -2.588
C -3.092 -1.957 -4.475
H -5.249 -5.171 -4.883
H -3.545 -4.898 -4.524
H -4.250 -4.364 -6.084
H -3.312 -0.913 -4.248
H -2.880 -1.998 -5.543
H -2.284 -2.387 -3.882
C -2.568 0.523 -0.817
S -1.527 -0.924 -1.213
O -0.925 -0.633 -2.579
C -0.177 -0.657 0.017
H -2.202 1.536 -0.988
H -2.719 0.461 0.260
H -3.422 0.351 -1.473
H 0.536 -1.477 0.098
H -0.598 -0.578 1.020
H 0.442 0.222 -0.157
C -5.221 -2.358 0.480
S -4.030 -1.719 1.699
O -4.852 -1.370 2.937
C -3.126 -3.292 2.078
H -4.800 -3.013 -0.283
H -5.801 -1.559 0.017
H -5.938 -3.001 0.990
H -2.662 -3.345 3.062
H -2.315 -3.336 1.351
H -3.716 -4.200 1.951
```

The total energy is -4438.2788 hartree.

| no. | gap between HOMO and LUMO (eV) | LUMO level (eV) |
| --- | --- | --- |
| 1 | 7.69 | -1.106 |
| 2 | 7.87 | -2.536 |
| 3 | 8.34 | 0.403 |